[1]
The following is a quantum chemistry calculation of a molecular structure, C2H4BrClIN, from the OMol25 dataset.

Values from the calculation:
**HOMO**: -7.29 eV

The geometry in ORCA input format:
```
! wB97M-V def2-TZVPD RIJCOSX def2/J DEFGRID3
* xyz 0 1
C 0.7234 1.3516 -0.2920
C 0.4419 -0.9941 0.1253
N 0.1435 0.1649 -0.4025
Cl 1.9900 -1.0305 1.0666
Br 0.0161 -2.6412 -0.5348
I -1.6050 0.1200 -1.5636
H -1.6600 0.1407 1.2201
H 1.5635 1.3212 0.3676
H 0.1636 2.1255 -0.8370
H -1.7768 -0.5581 0.8504
*
```

=====

[2]
The following is a quantum chemistry calculation of a molecular structure, C11H29N2O14PS5Ta, from the OMol25 dataset.

Values from the calculation:
**HOMO**: -4.69 eV

The geometry in ORCA input format:
```
! wB97M-V def2-TZVPD RIJCOSX def2/J DEFGRID3
* xyz -1 1
C -3.2750 -0.4565 -1.2822
C -2.5097 0.8851 -1.0014
S -0.9412 0.9727 -1.9500
C 0.4074 0.9240 -0.7006
Ta 1.9173 -0.7964 -0.8322
C 3.4747 -2.4630 -0.6724
C 4.2222 -2.9140 -1.9283
N 4.0085 -3.9426 -2.6664
C 3.5643 0.6820 -0.1325
S 3.8215 0.7216 1.6689
O 4.8359 -0.2868 2.0707
O 2.5602 0.6635 2.4521
P 2.5362 -0.0843 -3.2733
N 1.5059 -0.7118 -4.3091
O 2.3773 1.6229 -3.3223
O 4.1551 -0.3059 -3.6936
S 0.1844 -2.5485 -1.5561
C -0.7157 -3.1416 -0.0602
O 0.9504 -3.7672 -1.9871
O -0.7009 -2.2058 -2.7025
H -4.2969 -0.3098 -0.8697
H -2.8554 -1.3071 -0.7305
H -3.2677 -0.7474 -2.3478
H -3.1968 1.7035 -1.3209
H -2.3447 1.0411 0.0866
H 0.9658 1.8847 -0.7822
H -0.0791 0.9431 0.3063
H 1.4689 -1.1952 0.9219
H 2.9676 -3.3501 -0.2229
H 4.2474 -2.1502 0.0756
H 5.0946 -2.3078 -2.2464
H 3.2373 -4.4483 -2.2186
H 4.5542 0.5031 -0.6109
H 3.2416 1.7066 -0.4339
H 4.3755 1.9695 1.9478
H 2.0159 -1.2381 -5.0207
H 1.4380 1.8484 -3.3309
H 4.2164 -1.0136 -4.3429
H -1.3232 -2.3619 0.4319
H 0.0841 -3.4451 0.6560
H -1.2712 -4.0672 -0.3200
C -5.4097 -3.0248 3.5176
C -5.1562 -1.5499 3.7711
O -4.5777 -1.0645 2.5595
S -5.1904 -1.8853 1.3081
O -6.2528 -1.1172 0.7423
O -4.1093 -2.4003 0.5374
O -5.8421 -3.1002 2.1577
H -4.4905 -3.6071 3.6173
H -6.1709 -3.4330 4.1796
H -4.4836 -1.3807 4.6090
H -6.0923 -1.0111 3.9409
C 0.7635 6.1045 2.0373
C 1.4674 5.5366 0.8180
O 1.0581 4.1705 0.7627
S -0.4507 4.0406 1.3327
O -1.3512 4.0334 0.2261
O -0.4653 3.0414 2.3489
O -0.5293 5.4971 2.0381
H 1.2767 5.8191 2.9591
H 0.6719 7.1882 1.9941
H 2.5505 5.6072 0.8919
H 1.1323 6.0297 -0.0984
*
```

=====

[3]
The following is a quantum chemistry calculation of a molecular structure, C34H59BN5O4PPbS2Se, from the OMol25 dataset.

Values from the calculation:
**HOMO (alpha / beta)**: -6.70 / -6.82 eV

The geometry in ORCA input format:
```
! wB97M-V def2-TZVPD RIJCOSX def2/J DEFGRID3
* xyz 0 1
Pb 11.7293 9.9953 10.8885
C 10.2623 7.3192 9.2384
C 9.1397 7.8913 9.9207
C 8.9194 9.1504 9.3050
C 9.9737 9.3292 8.3571
C 10.7622 8.1671 8.2507
C 12.0430 7.9631 7.4131
C 11.8487 6.7969 6.4016
C 13.1994 7.6190 8.3671
C 12.3642 9.2806 6.6567
C 7.8505 10.2280 9.5595
C 8.3430 11.2047 10.6401
C 6.4738 9.6775 9.9074
C 7.6681 11.0067 8.2416
C 8.5463 7.1898 11.1499
C 8.2978 8.1265 12.3536
C 7.2532 6.4427 10.7668
C 9.4854 6.0621 11.6697
H 10.6814 6.3698 9.5012
H 10.1282 10.2228 7.7894
H 11.8128 5.7974 6.9286
H 12.7136 6.7860 5.7146
H 10.9422 6.9050 5.7963
H 13.0203 6.7369 9.0000
H 13.4276 8.5041 9.0247
H 14.1332 7.4630 7.7773
H 11.5459 9.4997 5.9335
H 13.2904 9.1583 6.0778
H 12.4846 10.1453 7.3613
H 8.5366 10.7194 11.6054
H 7.5882 11.9984 10.8168
H 9.3017 11.6948 10.3582
H 6.2951 9.2267 10.8935
H 6.1590 8.9533 9.1192
H 5.7264 10.4958 9.8389
H 8.5836 11.5284 7.9212
H 6.8529 11.7488 8.3669
H 7.3414 10.3076 7.4190
H 7.6042 8.9622 12.1438
H 9.2605 8.5573 12.7176
H 7.8561 7.5309 13.1958
H 6.5012 7.0885 10.3309
H 6.8110 5.9142 11.6294
H 7.4753 5.6379 10.0313
H 10.5097 6.4340 11.8535
H 9.5767 5.1762 10.9655
H 9.0326 5.6840 12.6216
C 12.1768 14.3932 12.7789
N 12.6277 13.8513 14.0256
C 11.9464 13.8013 15.2247
C 12.6460 13.0119 16.0408
N 13.7618 12.5354 15.4253
B 14.6229 11.3260 15.8286
N 14.0793 9.8548 15.4598
C 14.7871 8.7536 15.9744
C 14.2998 7.6258 15.4653
N 13.2972 7.9857 14.5587
C 12.5065 7.0585 13.7648
C 13.1035 9.3756 14.5918
S 11.8454 10.2050 13.8494
C 13.8139 13.1652 14.1650
S 15.1484 13.2341 13.1605
H 11.8993 15.4597 12.9361
H 11.3000 13.8318 12.4134
H 12.9892 14.2785 12.0237
H 10.9945 14.3310 15.3534
H 12.4044 12.6914 17.0556
H 14.6687 11.3422 17.0366
H 15.7011 11.4279 15.2861
H 15.6177 8.9631 16.6401
H 14.4856 6.5695 15.6553
H 12.3567 6.0906 14.3136
H 13.0670 6.8208 12.8357
H 11.5455 7.5355 13.4992
Se 14.8179 10.5676 11.7409
C 16.0411 9.6023 12.6951
N 16.9149 9.0660 13.2724
C 16.3453 13.4587 8.3166
C 15.8993 12.0114 8.2134
C 16.8602 11.1265 8.9806
C 15.7451 11.5569 6.7476
O 14.5871 11.7863 8.8314
P 13.5099 12.8686 9.2644
O 13.9900 13.9784 10.1520
O 12.3544 11.9821 9.9080
O 13.0198 13.3834 7.8324
C 11.9735 14.3768 7.4361
C 11.9588 15.4766 8.4747
C 12.4549 14.8786 6.0830
C 10.6768 13.6296 7.3370
H 17.3977 13.4518 7.9542
H 16.3652 13.7378 9.3660
H 15.6900 14.1526 7.7701
H 17.8900 11.1458 8.5340
H 16.5023 10.0787 9.0000
H 16.8709 11.4325 10.0463
H 16.6487 11.7580 6.1185
H 14.9072 12.1171 6.2787
H 15.5073 10.4875 6.6893
H 12.9289 16.0135 8.4524
H 11.7557 15.0445 9.4690
H 11.1465 16.1741 8.2072
H 13.4760 15.2982 6.1755
H 11.7700 15.6285 5.6564
H 12.4628 14.0475 5.3616
H 10.3297 13.3423 8.3496
H 10.8251 12.7247 6.7216
H 9.9255 14.2593 6.8375
*
```

=====

Max |F|
In order: 2.8, 4.1, 3.7
Unit: eV/Å